Entry 1:
The following is a quantum chemistry calculation of C26H37N7O3SeTi as an isolated structure at a distorted geometry, from OMol25.

## Properties
Total charge = +1
Spin multiplicity = 2
E_tot = -132594.0863 eV
ΔE to the lowest compared entry with this formula, charge and spin = 34.7 kcal per mole
Strongest force on any atom = 2.88 eV/A

Geometry as XYZ:
```
75
Properties=species:S:1:pos:R:3:lowdin_charge:R:1
Ti 0.38792 -0.07069 0.74798 1.004
C 1.05643 -1.67638 -3.30979 -0.158
C 1.42327 -2.07144 -1.86720 -0.149
N 1.72189 -0.96113 -0.89782 -0.106
C 2.67701 0.03579 -1.44307 -0.179
C 1.96426 1.29738 -1.90188 -0.192
N 1.14954 1.85850 -0.80678 -0.095
C 0.60702 3.18771 -1.16651 -0.193
C -0.71924 3.19054 -1.92284 -0.165
C -1.95298 2.85350 -1.09390 -0.209
N -2.10475 1.42247 -0.80015 -0.068
C -2.94907 0.68538 -1.75583 -0.196
C -2.22099 0.19806 -3.00282 -0.215
N -1.01675 -0.51376 -2.62377 -0.065
C -0.39000 -1.32202 -3.65040 -0.221
H 1.70954 -0.86780 -3.63566 0.094
H 1.32426 -2.52957 -3.93396 0.120
H 0.64279 -2.69451 -1.43193 0.117
H 2.32743 -2.67632 -1.94109 0.123
H 2.18907 -1.41152 -0.11284 0.103
H 3.38444 0.29734 -0.66448 0.114
H 3.24821 -0.38191 -2.26991 0.125
H 2.71755 2.01676 -2.23148 0.131
H 1.32182 1.09793 -2.76011 0.107
H 1.80127 2.00109 -0.04543 0.062
H 0.49811 3.76724 -0.24644 0.115
H 1.34288 3.71219 -1.78118 0.118
H -0.84946 4.20073 -2.31796 0.121
H -0.65642 2.52282 -2.78816 0.099
H -1.88211 3.39099 -0.14497 0.116
H -2.84383 3.23288 -1.60757 0.116
H -2.56774 1.34395 0.09202 0.091
H -3.32258 -0.19465 -1.23095 0.102
H -3.81504 1.28546 -2.06200 0.118
H -2.88822 -0.48848 -3.52755 0.124
H -2.02529 1.02460 -3.69958 0.112
H -0.36873 0.14369 -2.21873 0.056
H -0.97416 -2.24195 -3.75553 0.118
H -0.39554 -0.83784 -4.63802 0.120
C 1.19129 -4.08853 6.12292 -0.038
O 0.04755 -4.57209 5.41155 -0.036
C -0.24504 -4.00025 4.25239 -0.266
C -1.37593 -4.53907 3.58058 0.021
C -1.75864 -4.01559 2.39135 -0.001
C -1.05977 -2.91903 1.81251 -0.115
C -1.49413 -2.28989 0.62744 -0.320
C -2.53380 -2.88313 -0.26808 0.022
O -0.99920 -1.17166 0.29062 -0.132
C 0.09580 -2.41474 2.47888 -0.285
O 0.81800 -1.45787 1.95268 -0.151
C 0.48427 -2.96563 3.70323 0.076
H 1.25126 -4.68018 7.02818 0.099
H 1.07163 -3.03501 6.37965 0.101
H 2.09986 -4.22273 5.53492 0.103
H -1.90745 -5.36155 4.04244 0.130
H -2.62900 -4.42031 1.88735 0.122
H -2.37272 -3.95272 -0.39297 0.099
H -2.48723 -2.38232 -1.23462 0.075
H -3.53109 -2.73947 0.15747 0.109
H 1.37008 -2.56387 4.17707 0.123
Se 4.25806 0.23715 3.38926 0.638
C 2.99802 0.52105 2.23571 -0.930
N 2.10928 0.69507 1.47434 -0.104
N -2.27729 3.18926 6.81616 0.200
C -1.92288 2.73222 5.82435 -0.146
C -1.47550 2.15414 4.58315 -0.189
C -1.93644 0.91289 4.17345 0.033
C -1.47390 0.38678 2.98582 -0.068
N -0.57255 1.00454 2.20855 -0.031
C -0.14757 2.21237 2.60896 -0.084
C -0.57348 2.82213 3.76824 0.033
H -2.65131 0.36257 4.77008 0.136
H -1.83952 -0.57221 2.65112 0.116
H 0.58479 2.69384 1.98244 0.106
H -0.19097 3.79436 4.04464 0.137
```

Entry 2:
The following is a quantum chemistry calculation of a 5-piece molecular cluster, C26H37N9O4S overall at a distorted geometry, from OMol25.

## Properties
E_tot = -59999.8875 eV
SMILES = Nc1c(N=C=S)ccc2ncc(-c3cccnc3)nc12.CNC(C)=O.CNC(C)=O.CNC(C)=O.CNC(C)=O
Strongest force on any atom = 1.15 eV/A

Geometry as XYZ:
```
77
Properties=species:S:1:pos:R:3:lowdin_charge:R:1
N -4.24932 -1.86969 2.58801 0.109
C -3.83619 -0.78757 1.78675 -0.208
C -2.52911 -0.53853 1.47869 -0.204
N -1.48553 -1.41347 1.97725 0.107
C -0.86468 -1.11539 2.97018 -0.773
S 0.02028 -0.84086 4.22052 0.757
C -2.14693 0.52381 0.64202 -0.010
C -3.07718 1.35382 0.10833 -0.007
C -4.44197 1.14022 0.38788 -0.203
N -5.37612 1.96369 -0.16372 0.147
C -6.61677 1.69950 0.12032 -0.065
C -7.00568 0.63803 0.97337 -0.231
C -8.44689 0.42503 1.27152 -0.173
C -9.26838 -0.28172 0.40976 -0.016
C -10.59419 -0.44170 0.75696 -0.064
C -11.03975 0.08967 1.95253 -0.153
N -10.26891 0.77484 2.79235 0.069
C -8.99867 0.93814 2.43462 -0.094
N -6.13072 -0.15611 1.52570 0.211
C -4.82518 0.07292 1.22611 -0.140
H -3.48467 -2.51278 2.74062 0.076
H -4.62102 -1.57713 3.48121 0.094
H -1.09980 0.66509 0.41388 0.120
H -2.76507 2.16734 -0.52783 0.086
H -7.38446 2.32889 -0.31587 0.120
H -8.86398 -0.68321 -0.50974 0.121
H -11.28414 -0.97173 0.11653 0.103
H -12.07380 -0.04872 2.24340 0.103
H -8.36938 1.51004 3.10686 0.119
C -1.15603 0.66934 -5.17866 -0.074
N -1.13592 1.25761 -3.85597 0.018
C -1.77630 2.35374 -3.39158 -0.538
C -2.66007 3.11178 -4.35321 -0.006
O -1.63634 2.70892 -2.22768 0.003
H -1.51922 -0.35587 -5.11052 0.087
H -0.14701 0.63934 -5.58969 0.080
H -1.79986 1.23888 -5.84166 0.072
H -0.57431 0.77991 -3.16648 0.108
H -3.09351 3.95308 -3.82178 0.082
H -2.08393 3.48255 -5.20165 0.083
H -3.46253 2.47493 -4.72671 0.085
C 3.70407 1.21812 -2.48865 -0.067
N 2.44806 0.57164 -2.81861 0.015
C 2.25684 -0.67180 -3.33103 -0.540
C 3.49097 -1.50168 -3.60130 -0.005
O 1.13579 -1.10373 -3.56360 0.020
H 3.73719 1.47335 -1.42852 0.083
H 3.82688 2.13536 -3.06624 0.086
H 4.53727 0.55905 -2.70790 0.054
H 1.59994 1.09124 -2.65413 0.124
H 3.17111 -2.45746 -4.00372 0.082
H 4.14152 -1.01055 -4.32528 0.090
H 4.05822 -1.67310 -2.68602 0.074
C 3.60656 -1.37756 3.78219 -0.100
N 5.04517 -1.44175 3.61825 0.007
C 6.02890 -1.30331 4.54572 -0.547
C 5.60708 -1.07303 5.97892 -0.008
O 7.20206 -1.36490 4.21632 0.030
H 3.14489 -2.31954 3.48210 0.082
H 3.19904 -0.58043 3.15895 0.076
H 3.33951 -1.17703 4.81442 0.063
H 5.39342 -1.61189 2.68904 0.114
H 6.50450 -0.98521 6.58276 0.082
H 5.02393 -0.15627 6.07230 0.084
H 5.00906 -1.90681 6.34824 0.085
C 7.84355 -1.46732 0.78132 -0.062
N 7.23322 -1.44254 -0.53678 0.012
C 7.51057 -0.62401 -1.58487 -0.550
C 8.60419 0.40214 -1.39062 -0.009
O 6.89304 -0.71836 -2.63370 0.019
H 8.29809 -2.43932 0.97604 0.092
H 7.10048 -1.28209 1.55391 0.048
H 8.61060 -0.70587 0.86790 0.078
H 6.49973 -2.10528 -0.73293 0.135
H 8.69856 0.97020 -2.31064 0.081
H 8.36107 1.08247 -0.57386 0.084
H 9.55704 -0.07976 -1.17002 0.085
```

Look up the strongest force on any atom of the first one.
2.88 eV/A

Among the records above, which one has the lowest E_tot?
C26H37N7O3SeTi